(1)
Formula: C2HF5O
Source: OMol25
Level of theory: ωB97M-V/def2-TZVPD

```
9
Properties=species:S:1:pos:R:3:forces:R:3:mulliken_charge:R:1
C -0.064075 0.511068 -0.166442 -1.52 -1.71 1.20 0.498
C -2.629290 -0.080834 0.055629 1.68 1.52 -0.88 0.864
O -1.252822 -0.290131 0.132281 0.10 -0.30 0.01 -0.406
F -0.162375 1.724795 0.343696 -0.12 0.46 0.03 -0.208
F -3.161668 0.020607 1.255167 0.05 -0.22 0.49 -0.229
F -2.898291 1.054669 -0.604137 0.00 0.16 -0.07 -0.247
F -3.218943 -1.063172 -0.593763 0.19 -0.50 0.04 -0.224
F 0.153679 0.587903 -1.464099 -0.15 0.12 -0.44 -0.201
H 0.711899 -0.086809 0.344155 -0.23 0.46 -0.37 0.153
```
Forces are in eV/Å.

Calculated values
HOMO, eV: -13.00
SMILES string: FC(F)OC(F)(F)F
E, eV: -17725.2919
Gap between HOMO and LUMO, eV: 13.86
LUMO level, eV: 0.8633
Energy relative to the best compared isomer or geometry (same formula, charge and spin), kJ/mol: 0.0



(2)
Formula: C46H45FN10O3RbSe
Source: OMol25
Level of theory: ωB97M-V/def2-TZVPD

```
107
Properties=species:S:1:pos:R:3:forces:R:3:mulliken_charge:R:1
Rb -2.084878 -0.908798 0.039443 -0.19 -0.83 0.99 0.495
N -0.463177 -0.478838 4.843736 -0.06 -0.14 0.10 0.240
C -0.634715 -0.648115 3.518969 -0.17 0.00 -0.10 -1.634
N -1.760926 -0.593828 2.895686 -0.33 0.01 0.21 1.172
C -2.926956 -0.343840 3.635737 0.38 -0.12 -0.08 -0.349
N -4.090245 -0.262560 3.114895 -0.51 0.43 -0.17 -0.835
N -4.303709 -0.574076 1.802644 0.26 -0.47 0.24 0.028
C -4.777250 0.288173 1.004389 -0.21 0.16 0.17 -0.628
C -5.181741 -0.091510 -0.375620 0.13 -0.15 0.11 1.087
C -5.838434 0.838586 -1.166468 -0.03 0.18 -0.01 -0.853
C -6.205470 0.487966 -2.454991 -0.04 0.02 0.00 -0.379
C -5.900785 -0.780077 -2.913455 -0.01 0.02 -0.04 -0.758
C -5.240372 -1.644582 -2.052612 0.01 0.03 0.17 -0.094
N -4.888852 -1.323770 -0.811967 -0.05 0.05 -0.09 -0.130
C -2.808631 -0.143470 5.097797 -0.06 0.06 -0.19 1.192
C -3.908154 0.116577 5.915862 -0.08 0.02 0.01 -0.491
C -3.739825 0.342743 7.267226 0.04 0.00 -0.02 -0.767
C -2.457897 0.322677 7.820483 -0.05 -0.01 0.02 -0.561
C -1.360347 0.057232 7.029375 0.06 0.00 0.05 -0.871
C -1.542802 -0.187239 5.670220 0.13 0.03 -0.01 -0.013
H 0.471322 -0.438754 5.212060 0.04 0.07 -0.01 0.322
H 0.267063 -0.860051 2.957333 -0.01 0.04 -0.03 0.703
H -4.909000 1.332561 1.292342 -0.13 0.02 0.06 0.292
H -6.054377 1.824423 -0.773205 0.02 -0.02 -0.02 0.392
H -6.720233 1.197123 -3.089512 0.01 0.01 -0.01 0.424
H -6.159194 -1.096994 -3.915313 0.01 0.01 0.04 0.395
H -4.981653 -2.646696 -2.379985 0.01 0.01 0.01 0.385
H -4.889686 0.140882 5.459585 0.04 0.01 0.02 0.470
H -4.597680 0.542051 7.895171 0.01 0.00 0.00 0.455
H -2.319740 0.512316 8.876890 -0.01 0.00 -0.01 0.444
H -0.361122 0.042251 7.451543 -0.05 -0.02 -0.02 0.468
C -2.929088 -3.958533 4.067219 0.03 0.08 -0.07 -1.667
C -2.391530 -3.970950 2.658468 -0.05 -0.01 0.03 0.773
C -3.261426 -3.932087 1.570638 0.03 -0.03 -0.04 0.088
C -2.776029 -3.977079 0.269861 0.08 -0.25 0.10 -0.594
C -1.406551 -4.051525 0.035132 -0.09 -0.18 0.06 -0.431
C -0.530116 -4.077689 1.112380 -0.08 -0.04 -0.02 -0.259
C -1.023566 -4.043490 2.410551 0.03 0.02 -0.01 -0.428
H -2.136109 -3.772625 4.794016 -0.02 0.01 -0.03 0.312
H -3.388451 -4.918123 4.313610 0.00 0.01 0.00 0.442
H -3.693700 -3.187630 4.186918 0.02 -0.02 -0.01 0.299
H -4.330892 -3.873313 1.739972 0.05 0.07 0.00 0.262
H -3.473105 -3.965555 -0.558410 0.00 0.05 0.00 0.254
H -1.029671 -4.111859 -0.977944 0.02 0.08 -0.01 0.312
H 0.536917 -4.145021 0.940026 0.00 0.04 0.01 0.330
H -0.334101 -4.081833 3.249144 -0.03 0.02 -0.04 0.382
F 4.726093 -3.542026 -2.035869 0.00 0.00 0.00 -0.342
C 4.139313 -2.370571 -2.381055 0.04 -0.07 -0.01 0.394
C 2.923612 -2.052751 -1.850342 -0.11 -0.06 0.11 -0.785
C 2.277376 -0.879491 -2.228294 -0.04 0.04 0.11 0.544
C 0.966306 -0.562852 -1.622568 -0.05 0.03 -0.04 1.356
O 0.489524 -1.269633 -0.735283 0.39 0.04 -0.27 -0.612
C 0.315526 0.612253 -2.166795 0.05 -0.13 -0.03 0.036
C 0.960761 1.373979 -3.068885 0.07 0.03 -0.07 -0.244
N 2.229982 1.126960 -3.546558 0.00 -0.01 0.05 0.207
C 2.825370 2.026419 -4.502832 -0.06 -0.15 0.03 -0.226
C 4.026830 2.828126 -4.090947 0.09 0.04 0.05 -0.456
C 2.698495 3.497537 -4.279583 -0.02 0.12 0.02 -0.985
C 2.881913 -0.028455 -3.163726 -0.07 0.13 -0.06 0.064
C 4.144840 -0.362590 -3.671351 0.08 0.01 -0.09 -0.706
C 4.785226 -1.525246 -3.285349 0.15 0.02 0.00 -1.255
N 6.085792 -1.799746 -3.818564 -0.04 -0.04 -0.12 0.415
C 7.022935 -2.614355 -3.050687 0.01 0.17 -0.12 -0.714
C 8.433388 -2.403450 -3.656675 -0.13 0.07 0.02 -0.667
N 8.356748 -1.219990 -4.579508 -0.12 -0.21 -0.02 -0.153
C 7.503985 -1.546167 -5.774920 -0.05 -0.02 0.07 -0.726
C 6.172167 -2.121519 -5.240021 0.07 0.00 0.15 -0.599
C -1.110122 0.930665 -1.716546 0.17 0.32 -0.73 -0.669
O -1.999255 0.226493 -2.235055 0.33 0.58 -0.43 -0.817
O -1.222038 1.805307 -0.829483 0.02 -0.11 -0.13 -0.390
H 2.436241 -2.712489 -1.141851 0.02 0.05 -0.02 0.746
H 0.494150 2.257583 -3.485177 0.03 -0.02 0.02 0.740
H 2.785969 1.675889 -5.528559 -0.01 -0.01 -0.02 0.413
H 4.805819 2.998757 -4.823151 -0.04 0.00 0.00 0.310
H 4.372713 2.701939 -3.072825 -0.04 -0.01 -0.02 0.247
H 2.549067 4.120292 -5.149750 0.00 -0.02 0.00 0.252
H 2.182867 3.833630 -3.389999 0.03 -0.04 -0.01 0.354
H 4.641178 0.299560 -4.369608 -0.01 -0.01 0.06 0.632
H 6.789687 -3.678575 -3.075704 -0.01 -0.07 0.00 0.463
H 7.001245 -2.288741 -2.014172 0.00 0.01 0.05 0.488
H 8.758412 -3.250079 -4.255500 0.02 -0.01 -0.05 0.328
H 9.182813 -2.203048 -2.896726 0.03 0.03 0.02 0.360
H 9.276832 -0.884574 -4.853773 0.05 -0.01 -0.02 0.306
H 7.858959 -0.487442 -4.067336 0.02 0.09 0.02 0.357
H 8.049953 -2.259582 -6.386773 0.05 0.00 -0.01 0.369
H 7.367062 -0.625701 -6.337160 0.00 0.04 0.02 0.403
H 6.134764 -3.204036 -5.406235 -0.01 -0.03 -0.01 0.309
H 5.337431 -1.674529 -5.769762 -0.03 0.02 -0.02 0.491
C -1.377950 3.443644 4.566907 0.02 0.07 -0.13 -1.212
N -1.203387 3.612942 3.135915 0.05 0.00 0.30 0.294
C -0.189793 3.092437 2.386046 -0.50 0.23 0.34 -0.351
Se 1.214719 2.087540 3.021100 0.08 0.13 -0.29 -0.325
N -0.423067 3.485926 1.115914 0.00 -0.03 0.05 0.059
C -1.606827 4.215543 1.032219 0.32 -0.16 -0.14 0.272
C -2.270184 4.793721 -0.033810 -0.05 0.02 -0.15 -0.649
C -3.431073 5.498833 0.250073 0.02 -0.04 0.04 -0.657
C -3.908051 5.617628 1.559075 0.04 -0.03 0.03 -0.728
C -3.244176 5.021733 2.623082 -0.12 0.06 0.02 -0.599
C -2.087919 4.320610 2.324754 0.09 -0.13 0.32 1.032
H -0.471942 3.000010 4.968489 0.03 -0.02 0.00 0.257
H -2.226166 2.788521 4.772271 -0.02 -0.01 -0.01 0.404
H -1.547598 4.413158 5.035189 0.00 0.00 -0.02 0.460
H -0.031439 2.975381 0.338276 -0.07 -0.09 -0.22 0.263
H -1.905061 4.683105 -1.045641 -0.02 -0.02 0.03 0.311
H -3.983382 5.961650 -0.557850 0.03 0.00 0.02 0.409
H -4.810779 6.184815 1.747247 0.02 -0.04 -0.01 0.410
H -3.619009 5.100052 3.635822 0.02 0.00 -0.03 0.437
```
Forces are in eV/Å.

Calculated values
HOMO, eV: -8.57
E, eV: -138190.5065
Gap between HOMO and LUMO, eV: 5.49
Net charge: +1
LUMO level, eV: -3.0831
Energy relative to the best compared isomer or geometry (same formula, charge and spin), kJ/mol: 55.6